The following is a quantum chemistry calculation of a 10-piece molecular cluster, C86H186N8O overall in a non-equilibrium geometry, from OMol25.

Values from the calculation:
* LUMO level: -0.4104 Ha
* E: -3897.9299 a.u.
* gap between HOMO and LUMO: 2.82 eV
* net charge: +8

Each atom is followed by the atoms it is bonded to, with distances in Å.
Geometry (Å):
1 C 9.187 6.577 2.129  C2 1.472, H12 1.104, H13 1.123, H14 1.062
2 C 8.481 7.407 1.140  C1 1.472, C3 1.461, C11 1.517
3 C 7.087 7.705 1.460  C2 1.461, C4 1.566, H15 1.114, H16 1.119
4 C 6.173 8.545 0.504  C3 1.566, C5 1.561, H17 1.086, H18 1.074
5 C 5.696 9.871 1.175  C4 1.561, C6 1.490, H19 1.073, H20 1.058
6 C 5.941 11.302 0.844  C5 1.490, C9 1.512, C10 1.427
7 N 8.854 10.383 1.605  O8 1.034
8 O 9.693 10.386 2.209  N7 1.034
9 C 5.375 12.305 1.823  C6 1.512, H21 1.129, H22 1.109, H23 1.107
10 C 6.252 11.707 -0.489  C6 1.427, H24 1.083, H25 1.086, H26 1.069
11 C 9.069 7.391 -0.259  C2 1.517, H27 1.071, H28 1.111, H29 1.126
12 H 9.999 7.152 2.606  C1 1.104
13 H 9.668 5.748 1.546  C1 1.123
14 H 8.630 6.229 2.964  C1 1.062
15 H 6.835 7.483 2.522  C3 1.114
16 H 6.928 6.668 1.071  C3 1.119
17 H 5.292 7.945 0.295  C4 1.086
18 H 6.598 8.654 -0.477  C4 1.074
19 H 5.691 9.784 2.245  C5 1.073
20 H 4.666 9.923 0.935  C5 1.058
21 H 6.171 13.093 1.968  C9 1.129
22 H 4.928 11.847 2.730  C9 1.109
23 H 4.669 12.975 1.294  C9 1.107
24 H 5.281 11.604 -0.956  C10 1.083
25 H 6.883 10.968 -0.974  C10 1.086
26 H 6.526 12.739 -0.431  C10 1.069
27 H 10.107 7.129 -0.237  C11 1.071
28 H 8.818 8.305 -0.837  C11 1.111
29 H 8.463 6.569 -0.734  C11 1.126
30 C 1.644 -5.177 1.253  C31 1.494, H42 1.088, H43 1.075, H44 1.070
31 C 2.709 -6.105 1.739  C30 1.494, C32 1.543, H45 1.101, H46 1.107
32 C 2.152 -7.347 2.466  C31 1.543, C33 1.560, H47 1.084, H48 1.075
33 C 1.872 -8.451 1.401  C32 1.560, N34 1.505, H49 1.100, H50 1.138
34 N 1.366 -9.795 1.851  C33 1.505, C35 1.467, C38 1.549, C39 1.550
35 C 1.355 -10.773 0.757  N34 1.467, C36 1.510, H51 1.132, H52 1.124
36 C 0.116 -10.543 -0.074  C35 1.510, C37 1.516, H53 1.051, H54 1.077
37 C -0.870 -9.842 0.840  C36 1.516, C38 1.540, H55 1.084, H56 1.075
38 C -0.141 -9.667 2.185  N34 1.549, C37 1.540, H57 1.099, H58 1.093
39 C 2.201 -10.237 3.080  N34 1.550, C40 1.504, H59 1.120, H60 1.078
40 C 3.647 -10.535 2.798  C39 1.504, C41 1.531, H61 1.122, H62 1.077
41 C 4.336 -11.289 3.939  C40 1.531, H63 1.075, H64 1.089, H65 1.083
42 H 0.912 -4.904 2.011  C30 1.088
43 H 1.178 -5.658 0.412  C30 1.075
44 H 2.098 -4.292 0.856  C30 1.070
45 H 3.421 -5.634 2.434  C31 1.101
46 H 3.307 -6.398 0.855  C31 1.107
47 H 1.268 -7.080 3.034  C32 1.084
48 H 2.893 -7.719 3.150  C32 1.075
49 H 2.785 -8.653 0.821  C33 1.100
50 H 1.032 -8.096 0.721  C33 1.138
51 H 1.194 -11.785 1.238  C35 1.132
52 H 2.367 -10.793 0.268  C35 1.124
53 H -0.228 -11.457 -0.461  C36 1.051
54 H 0.244 -9.994 -0.992  C36 1.077
55 H -1.822 -10.337 0.986  C37 1.084
56 H -1.098 -8.882 0.412  C37 1.075
57 H -0.345 -10.486 2.890  C38 1.099
58 H -0.292 -8.699 2.671  C38 1.093
59 H 1.695 -11.173 3.429  C39 1.120
60 H 2.027 -9.468 3.817  C39 1.078
61 H 4.285 -9.635 2.593  C40 1.122
62 H 3.768 -11.155 1.926  C40 1.077
63 H 4.610 -10.741 4.822  C41 1.075
64 H 5.286 -11.746 3.667  C41 1.089
65 H 3.676 -12.063 4.310  C41 1.083
66 C -5.119 12.971 -1.142  C67 1.396, H78 1.110, H79 1.144, H80 1.053
67 C -5.272 12.391 0.118  C66 1.396, C68 1.517, H82 0.996
68 C -6.451 11.553 0.576  C67 1.517, C69 1.569, H83 1.085, H84 1.118
69 C -5.729 10.356 1.289  C68 1.569, N70 1.463, H85 1.073, H86 1.093
70 N -6.425 9.162 1.771  C69 1.463, C71 1.583, C74 1.464, C75 1.471
71 C -5.495 7.963 2.223  N70 1.583, C72 1.531, H87 1.068, H88 1.060
72 C -6.309 6.700 1.934  C71 1.531, C73 1.599, H89 1.126, H90 1.100
73 C -7.283 7.065 0.720  C72 1.599, C74 1.566, H91 1.085, H92 1.136
74 C -7.158 8.624 0.624  N70 1.464, C73 1.566, H93 1.123, H94 1.091
75 C -7.415 9.379 2.837  N70 1.471, C76 1.497, H95 1.106, H96 1.107
76 C -6.882 9.832 4.160  C75 1.497, C77 1.792, H97 1.075, H98 1.010
77 C -7.990 10.012 5.558  C76 1.792, H99 1.074, H100 1.054, H101 1.132
78 H -4.269 12.450 -1.630  C66 1.110
79 H -4.583 13.976 -1.038  C66 1.144
80 H -5.910 12.900 -1.834  C66 1.053
81 H -5.059 17.262 1.353  no bonds
82 H -4.731 12.535 0.941  C67 0.996
83 H -6.986 11.238 -0.313  C68 1.085
84 H -7.115 12.168 1.231  C68 1.118
85 H -5.076 10.772 2.032  C69 1.073
86 H -5.131 9.995 0.448  C69 1.093
87 H -5.191 8.025 3.245  C71 1.068
88 H -4.617 7.845 1.641  C71 1.060
89 H -6.659 5.984 2.731  C72 1.126
90 H -5.715 5.855 1.554  C72 1.100
91 H -8.226 6.530 0.761  C73 1.085
92 H -7.311 6.411 -0.209  C73 1.136
93 H -8.208 9.020 0.618  C74 1.123
94 H -6.716 8.970 -0.312  C74 1.091
95 H -7.861 8.378 2.986  C75 1.106
96 H -8.192 10.083 2.480  C75 1.107
97 H -6.940 10.884 4.372  C76 1.075
98 H -6.064 9.355 4.512  C76 1.010
99 H -7.711 10.778 6.258  C77 1.074
100 H -8.088 9.009 5.865  C77 1.054
101 H -8.958 10.499 5.230  C77 1.132
102 C -7.708 -0.041 4.278  C103 1.526, H114 1.113, H115 1.115, H116 1.092
103 C -8.789 0.430 5.246  C102 1.526, C104 1.539, H117 1.137, H118 1.073
104 C -9.044 -0.539 6.415  C103 1.539, C105 1.552, H119 1.076, H120 1.110
105 C -9.703 -1.852 5.913  C104 1.552, N106 1.516, H121 1.086, H122 1.098
106 N -9.927 -2.903 6.982  C105 1.516, C107 1.533, C110 1.501, C111 1.482
107 C -10.700 -4.092 6.400  N106 1.533, C108 1.561, H123 1.075, H124 1.105
108 C -12.190 -3.634 6.315  C107 1.561, C109 1.529, H125 1.079, H126 1.083
109 C -12.265 -2.377 7.183  C108 1.529, C110 1.481, H127 1.101, H128 1.110
110 C -10.976 -2.369 7.912  N106 1.501, C109 1.481, H129 1.096, H130 1.077
111 C -8.713 -3.264 7.751  N106 1.482, C112 1.538, H131 1.084, H132 1.054
112 C -7.518 -3.838 6.970  C111 1.538, C113 1.546, H133 1.082, H134 1.082
113 C -6.513 -4.426 7.986  C112 1.546, H135 1.107, H136 1.122, H137 1.074
114 H -7.552 0.703 3.465  C102 1.113
115 H -8.159 -0.970 3.855  C102 1.115
116 H -6.799 -0.274 4.837  C102 1.092
117 H -9.707 0.518 4.582  C103 1.137
118 H -8.578 1.409 5.632  C103 1.073
119 H -9.737 -0.052 7.078  C104 1.076
120 H -8.094 -0.750 6.950  C104 1.110
121 H -9.103 -2.327 5.142  C105 1.086
122 H -10.715 -1.549 5.613  C105 1.098
123 H -10.512 -4.850 7.138  C107 1.075
124 H -10.255 -4.427 5.446  C107 1.105
125 H -12.746 -4.478 6.692  C108 1.079
126 H -12.520 -3.558 5.286  C108 1.083
127 H -13.064 -2.428 7.937  C109 1.101
128 H -12.555 -1.396 6.751  C109 1.110
129 H -10.952 -3.057 8.766  C110 1.096
130 H -10.608 -1.404 8.216  C110 1.077
131 H -8.986 -4.110 8.370  C111 1.084
132 H -8.415 -2.469 8.375  C111 1.054
133 H -6.989 -3.090 6.393  C112 1.082
134 H -7.908 -4.614 6.324  C112 1.082
135 H -6.369 -3.613 8.724  C113 1.107
136 H -5.512 -4.668 7.541  C113 1.122
137 H -6.913 -5.315 8.437  C113 1.074
138 C -5.530 -2.254 0.709  C139 1.500, H150 1.118, H151 1.089, H152 1.110
139 C -6.268 -1.554 -0.392  C138 1.500, C140 1.515, H153 1.120, H154 1.080
140 C -5.455 -0.627 -1.273  C139 1.515, C141 1.536, H155 1.099, H156 1.104
141 C -4.468 -1.358 -2.196  C140 1.536, N142 1.487, H157 1.117, H158 1.068
142 N -3.641 -0.427 -3.007  C141 1.487, C143 1.554, C146 1.516, C147 1.516
143 C -4.388 0.500 -4.006  N142 1.554, C144 1.516, H159 1.081, H160 1.079
144 C -3.405 0.735 -5.136  C143 1.516, C145 1.578, H161 1.091, H162 1.084
145 C -2.262 -0.336 -4.945  C144 1.578, C146 1.501, H163 1.090, H164 1.089
146 C -2.779 -1.290 -3.908  N142 1.516, C145 1.501, H165 1.086, H166 1.114
147 C -2.777 0.512 -2.189  N142 1.516, C148 1.549, H167 1.106, H168 1.112
148 C -1.790 -0.017 -1.119  C147 1.549, C149 1.524, H169 1.092, H170 1.085
149 C -1.227 1.181 -0.361  C148 1.524, H171 1.099, H172 1.070, H173 1.083
150 H -6.130 -2.820 1.464  C138 1.118
151 H -4.872 -1.547 1.213  C138 1.089
152 H -4.899 -3.020 0.212  C138 1.110
153 H -7.166 -1.049 0.048  C139 1.120
154 H -6.669 -2.329 -1.029  C139 1.080
155 H -4.882 0.109 -0.692  C140 1.099
156 H -6.165 -0.022 -1.863  C140 1.104
157 H -4.993 -2.101 -2.845  C141 1.117
158 H -3.690 -1.813 -1.623  C141 1.068
159 H -4.668 1.369 -3.427  C143 1.081
160 H -5.218 -0.116 -4.318  C143 1.079
161 H -3.073 1.772 -5.214  C144 1.091
162 H -3.948 0.598 -6.064  C144 1.084
163 H -1.303 0.100 -4.666  C145 1.090
164 H -2.124 -0.892 -5.871  C145 1.089
165 H -2.015 -1.788 -3.319  C146 1.086
166 H -3.417 -2.077 -4.373  C146 1.114
167 H -3.461 1.246 -1.723  C147 1.106
168 H -2.260 1.193 -2.900  C147 1.112
169 H -1.037 -0.635 -1.612  C148 1.092
170 H -2.288 -0.623 -0.369  C148 1.085
171 H -0.526 0.797 0.394  C149 1.099
172 H -1.990 1.679 0.200  C149 1.070
173 H -0.708 1.918 -0.961  C149 1.083
174 C 2.305 0.095 6.345  C175 1.579, H186 1.114, H187 1.092, H188 1.069
175 C 3.406 -0.824 5.686  C174 1.579, C176 1.539, H189 1.106, H190 1.101
176 C 4.629 -1.198 6.542  C175 1.539, C177 1.561, H191 1.067, H192 1.117
177 C 5.356 0.140 6.886  C176 1.561, N178 1.455, H193 1.093, H194 1.075
178 N 6.712 0.102 7.413  C177 1.455, C179 1.513, C182 1.561, C183 1.553
179 C 6.754 -0.535 8.784  N178 1.513, C180 1.502, H195 1.092, H196 1.117
180 C 7.686 0.347 9.564  C179 1.502, C181 1.499, H197 1.114, H198 1.043
181 C 7.194 1.705 9.161  C180 1.499, C182 1.552, H199 1.093, H200 1.079
182 C 7.122 1.595 7.615  N178 1.561, C181 1.552, H201 1.096, H202 1.075
183 C 7.777 -0.649 6.567  N178 1.553, C184 1.559, H203 1.118, H204 1.086
184 C 7.825 -0.277 5.054  C183 1.559, C185 1.540, H205 1.104, H206 1.087
185 C 8.902 -1.124 4.351  C184 1.540, H207 1.103, H208 1.078, H209 1.082
186 H 1.660 0.417 5.496  C174 1.114
187 H 2.742 0.941 6.881  C174 1.092
188 H 1.803 -0.514 7.066  C174 1.069
189 H 3.859 -0.260 4.849  C175 1.106
190 H 2.943 -1.708 5.221  C175 1.101
191 H 5.344 -1.778 6.003  C176 1.067
192 H 4.358 -1.803 7.441  C176 1.117
193 H 4.906 0.685 7.720  C177 1.093
194 H 5.252 0.690 5.969  C177 1.075
195 H 7.053 -1.584 8.834  C179 1.092
196 H 5.760 -0.433 9.284  C179 1.117
197 H 8.725 0.194 9.191  C180 1.114
198 H 7.714 0.151 10.589  C180 1.043
199 H 7.783 2.541 9.546  C181 1.093
200 H 6.184 1.762 9.536  C181 1.079
201 H 8.099 1.813 7.167  C182 1.096
202 H 6.352 2.242 7.236  C182 1.075
203 H 7.595 -1.741 6.721  C183 1.118
204 H 8.750 -0.403 6.979  C183 1.086
205 H 8.112 0.789 5.083  C184 1.104
206 H 6.881 -0.414 4.534  C184 1.087
207 H 9.092 -0.710 3.347  C185 1.103
208 H 8.517 -2.119 4.203  C185 1.078
209 H 9.783 -1.155 4.978  C185 1.082
210 C 10.902 0.989 -2.514  C211 1.521, H222 1.108, H223 1.099, H224 1.104
211 C 9.938 1.875 -3.288  C210 1.521, C212 1.658, H225 1.108, H226 1.133
212 C 8.865 0.913 -4.108  C211 1.658, C213 1.507, H227 1.069, H228 1.127
213 C 9.603 0.333 -5.287  C212 1.507, N214 1.538, H229 1.109, H230 1.059
214 N 8.875 -0.826 -5.988  C213 1.538, C215 1.556, C218 1.543, C219 1.531
215 C 9.723 -1.306 -7.201  N214 1.556, C216 1.560, H231 1.115, H232 1.079
216 C 8.724 -1.844 -8.272  C215 1.560, C217 1.553, H233 1.092, H234 1.078
217 C 7.538 -0.846 -8.174  C216 1.553, C218 1.550, H235 1.094, H236 1.101
218 C 7.622 -0.306 -6.723  N214 1.543, C217 1.550, H237 1.069, H238 1.094
219 C 8.568 -2.071 -5.150  N214 1.531, C220 1.539, H239 1.073, H240 1.096
220 C 9.672 -2.717 -4.295  C219 1.539, C221 1.563, H241 1.113, H242 1.064
221 C 9.286 -4.170 -3.866  C220 1.563, H243 1.105, H244 1.078, H245 1.092
222 H 10.468 0.301 -1.762  C210 1.108
223 H 11.429 1.718 -1.882  C210 1.099
224 H 11.685 0.625 -3.202  C210 1.104
225 H 10.399 2.596 -3.992  C211 1.108
226 H 9.330 2.519 -2.580  C211 1.133
227 H 8.088 1.584 -4.404  C212 1.069
228 H 8.470 0.156 -3.371  C212 1.127
229 H 10.611 -0.029 -5.000  C213 1.109
230 H 9.707 1.052 -6.057  C213 1.059
231 H 10.440 -2.048 -6.780  C215 1.115
232 H 10.215 -0.458 -7.651  C215 1.079
233 H 8.495 -2.884 -8.032  C216 1.092
234 H 9.097 -1.850 -9.283  C216 1.078
235 H 6.551 -1.287 -8.342  C217 1.094
236 H 7.661 -0.054 -8.929  C217 1.101
237 H 6.790 -0.711 -6.187  C218 1.069
238 H 7.646 0.784 -6.641  C218 1.094
239 H 8.206 -2.794 -5.854  C219 1.073
240 H 7.720 -1.846 -4.493  C219 1.096
241 H 9.866 -2.074 -3.407  C220 1.113
242 H 10.615 -2.721 -4.788  C220 1.064
243 H 8.303 -4.244 -3.367  C221 1.105
244 H 9.929 -4.501 -3.067  C221 1.078
245 H 9.382 -4.862 -4.705  C221 1.092
246 C -4.410 -4.812 -6.330  C247 1.535, H258 1.089, H259 1.086, H260 1.120
247 C -3.463 -5.138 -7.493  C246 1.535, C248 1.500, H261 1.096, H262 1.152
248 C -4.053 -4.659 -8.787  C247 1.500, C249 1.580, H263 1.092, H264 1.053
249 C -3.124 -5.199 -9.946  C248 1.580, N250 1.571, H265 1.098, H266 1.083
250 N -3.512 -4.754 -11.401  C249 1.571, C251 1.599, C254 1.576, C255 1.511
251 C -4.796 -5.600 -11.837  N250 1.599, C252 1.532, H267 1.083, H268 1.090
252 C -4.250 -6.778 -12.651  C251 1.532, C253 1.520, H269 1.138, H270 1.062
253 C -2.734 -6.829 -12.544  C252 1.520, C254 1.563, H271 1.077, H272 1.081
254 C -2.341 -5.340 -12.278  N250 1.576, C253 1.563, H273 1.084, H274 1.061
255 C -3.789 -3.286 -11.631  N250 1.511, C256 1.466, H275 1.104, H276 1.072
256 C -2.650 -2.461 -11.219  C255 1.466, C257 1.561, H277 1.110, H278 1.132
257 C -3.028 -0.973 -11.497  C256 1.561, H279 1.134, H280 1.109, H281 1.095
258 H -3.884 -4.748 -5.378  C246 1.089
259 H -5.249 -5.501 -6.319  C246 1.086
260 H -4.897 -3.808 -6.422  C246 1.120
261 H -3.295 -6.221 -7.510  C247 1.096
262 H -2.449 -4.600 -7.388  C247 1.152
263 H -4.007 -3.573 -8.684  C248 1.092
264 H -5.044 -4.965 -8.968  C248 1.053
265 H -3.054 -6.294 -9.910  C249 1.098
266 H -2.124 -4.799 -9.832  C249 1.083
267 H -5.404 -5.006 -12.508  C251 1.083
268 H -5.264 -5.959 -10.920  C251 1.090
269 H -4.578 -6.641 -13.732  C252 1.138
270 H -4.646 -7.738 -12.428  C252 1.062
271 H -2.224 -7.298 -13.368  C253 1.077
272 H -2.497 -7.465 -11.702  C253 1.081
273 H -2.358 -4.858 -13.248  C254 1.084
274 H -1.450 -5.230 -11.713  C254 1.061
275 H -4.758 -3.095 -11.138  C255 1.104
276 H -3.952 -3.148 -12.681  C255 1.072
277 H -1.820 -2.760 -11.893  C256 1.110
278 H -2.332 -2.617 -10.144  C256 1.132
279 H -4.002 -0.685 -10.991  C257 1.134
280 H -3.176 -0.908 -12.594  C257 1.109
281 H -2.221 -0.288 -11.217  C257 1.095

Atom charges from the Mulliken analysis, given in e for atoms 1 to 5:
1. C -1.402
2. C 1.111
3. C -0.943
4. C -0.580
5. C -1.322